Entry 1:
# C11H9NO9PtS2

C11H9NO9PtS2 as an isolated structure at a distorted geometry (ωB97M-V/def2-TZVPD, the Open Molecules 2025 dataset).

Geometry (Å):
Pt: -1.0456 -0.5408 -1.6611
O: -1.1598 -4.0426 0.0405
C: -0.9521 -2.9005 -0.2451
O: -1.6837 -2.2891 -1.1807
C: 0.0460 -2.0325 0.3908
C: 0.8500 -2.5015 1.4350
C: 1.7192 -1.6472 2.0257
C: 1.8472 -0.3256 1.5449
C: 2.7835 0.5719 2.1145
C: 2.9578 1.8123 1.5852
C: 2.2302 2.1868 0.4337
C: 1.3106 1.3537 -0.1316
C: 1.0607 0.0932 0.4532
N: 0.1138 -0.7917 -0.0651
H: 0.7206 -3.5325 1.7333
H: 2.3491 -1.9708 2.8459
H: 3.3696 0.2411 2.9635
H: 3.6731 2.4990 2.0193
H: 2.4115 3.1513 -0.0227
H: 0.7967 1.6474 -1.0264
O: -1.5763 -0.9582 -3.6009
S: -0.0523 -0.7184 -3.8251
O: 0.4754 -1.0199 -5.0892
O: 0.1242 0.6727 -3.2659
O: 0.4366 -1.5403 -2.6119
C: -2.9769 1.7699 1.2738
S: -2.7888 1.4435 -0.4269
O: -3.7730 2.1713 -1.1581
O: -2.8340 -0.0869 -0.6190
O: -1.3951 1.7502 -0.7349
H: -4.0177 1.6100 1.5562
H: -2.6991 2.8131 1.4077
H: -2.3214 1.1110 1.8411

Output
strongest force on any atom	0.069	hartree/bohr
HOMO	-10.22	eV
energy above the lowest of the compared OMol25 structures with the same formula, charge and spin	32.9	kcal per mole
Kohn-Sham gap	8.2387	eV
net charge	0
calculated total energy	-2072.10422	Eh
LUMO energy	-1.98	eV

---

Entry 2:
# C2H6N2O5S2Se2Te2Ti

C2H6N2O5S2Se2Te2Ti as an isolated structure at a distorted geometry (ωB97M-V/def2-TZVPD, the Open Molecules 2025 dataset).

Geometry (Å):
Ti: -1.3211 -0.7374 0.2194
C: 2.1546 1.0580 0.3732
O: 1.5758 0.1613 1.3154
C: 0.6519 -0.6984 0.7895
O: -0.2094 -1.2481 1.6537
N: 1.2736 -1.6965 -0.0943
N: 0.1299 -2.1602 -0.8280
H: 2.4945 1.9337 0.9209
H: 1.4138 1.3694 -0.3659
H: 2.9964 0.5894 -0.1428
H: 1.6545 -2.4611 0.4664
H: -0.4009 -2.8765 -0.3180
H: 0.3629 -2.6003 -1.7076
Se: 1.1929 4.4709 -0.7323
Te: 3.4943 4.8515 -1.7263
Te: 1.2818 7.0007 -0.6038
Se: -1.2855 1.6277 0.2539
O: -2.8319 -1.3712 -1.1786
S: -3.5916 -1.8543 0.0380
O: -4.8743 -2.4384 -0.2468
O: -2.5935 -2.7286 0.7148
S: -3.5685 -0.1914 1.1992

Output
strongest force on any atom	0.020	hartree/bohr
HOMO (alpha / beta)	-1.32 / -1.27	eV
energy above the lowest of the compared OMol25 structures with the same formula, charge and spin	0.0	kcal per mole
Kohn-Sham gap (alpha / beta)	5.5262 / 5.3044	eV
spin multiplicity	3
net charge	-2
calculated total energy	-7550.38413	Eh
LUMO energy (alpha / beta)	4.21 / 4.03	eV

---

Entry 3:
# C19H20N4O3

C19H20N4O3 as an isolated structure at a distorted geometry (ωB97M-V/def2-TZVPD, the Open Molecules 2025 dataset).

Geometry (Å):
C: 2.0493 -1.4206 4.9137
C: 0.5414 -1.1299 4.7048
C: 0.2109 0.1405 3.9058
C: 0.5876 0.1837 2.5871
C: -0.2414 -0.6142 1.8683
N: 0.1173 -0.8137 0.4464
C: 1.0971 -1.6566 0.0609
C: 2.0654 -2.3004 0.7750
C: 3.1173 -3.0902 0.3158
C: 3.3394 -3.0299 -1.0358
C: 2.7927 -2.3976 -2.0204
C: 1.7759 -1.5184 -1.4449
C: 0.8511 -0.4749 -2.2180
C: -0.1634 0.0785 -1.9529
C: -0.4562 0.1758 -0.4480
O: -1.5112 0.6345 0.0891
C: -1.0155 1.0500 -2.7320
O: -0.6194 0.9713 -3.9640
N: -1.8461 1.8101 -2.4756
C: -2.7491 2.5188 -3.0115
N: -3.5265 3.2672 -2.1650
C: -4.4348 3.8743 -2.7602
C: -4.3561 4.2970 -4.1964
N: -3.5399 3.6285 -4.9034
C: -2.3976 3.0479 -4.4770
H: -1.9529 2.5267 -5.0856
H: -5.1424 5.1793 -4.4460
H: -5.0801 4.5255 -2.2413
H: -2.1157 1.5355 -1.2448
O: 1.1724 -0.6626 -3.6025
H: 0.7396 -0.0045 -4.1866
H: 3.0196 -2.1208 -2.9071
H: 4.1925 -3.6858 -1.4544
H: 3.5241 -3.6932 1.0935
H: 1.7002 -2.4256 1.8905
H: -0.1581 -1.9318 1.9172
H: -1.1747 -0.3323 1.7585
H: 0.2971 0.9340 2.2027
H: 1.6914 -0.1645 2.4485
H: 0.7757 0.7247 4.5585
H: -1.0368 0.1707 4.1613
H: 0.1610 -2.3630 4.2964
H: 0.1877 -1.2602 5.8859
H: 2.2965 -2.2734 5.6567
H: 2.7652 -1.4959 4.0092
H: 2.4493 -0.4144 5.4275

Output
strongest force on any atom	0.369	hartree/bohr
HOMO	-8.35	eV
energy above the lowest of the compared OMol25 structures with the same formula, charge and spin	454.4	kcal per mole
Kohn-Sham gap	7.8514	eV
net charge	0
calculated total energy	-1180.13814	Eh
LUMO energy	-0.49	eV

---

Entry 4:
# C18H54O9

A 9-piece molecular cluster, C18H54O9 overall at a distorted geometry (ωB97M-V/def2-TZVPD, the Open Molecules 2025 dataset).

Geometry (Å):
C: 0.2802 0.3999 3.8394
C: -1.1064 -0.2642 3.8747
O: -1.0665 -1.1723 4.9567
H: 0.4969 1.2059 3.1384
H: 1.0850 -0.3130 3.6599
H: 0.4719 0.7656 4.8482
H: -1.3979 -0.8587 3.0089
H: -1.9137 0.4602 3.9822
H: -1.1162 -0.7008 5.7915
C: -0.1215 4.9706 -3.3889
C: -0.7230 3.6041 -3.1078
O: -2.1134 3.7044 -3.1187
H: -0.5582 5.3512 -4.3122
H: 0.9632 4.9254 -3.2911
H: -0.4317 5.6672 -2.6100
H: -0.3059 3.1785 -2.1951
H: -0.5568 2.9216 -3.9413
H: -2.4272 4.0582 -3.9542
C: 3.3379 0.9458 -1.0308
C: 4.8120 0.7001 -1.1844
O: 5.4822 1.8564 -0.7053
H: 2.7940 0.1213 -1.4919
H: 3.0047 1.8761 -1.4908
H: 3.1130 0.9863 0.0350
H: 5.0270 0.5800 -2.2463
H: 5.1385 -0.2311 -0.7213
H: 6.3978 1.6070 -0.5600
C: 0.5505 -0.9496 0.5565
C: -0.3593 0.1696 0.1309
O: -1.2216 -0.2730 -0.9114
H: 1.1281 -1.3405 -0.2812
H: -0.0039 -1.7831 0.9879
H: 1.2466 -0.5818 1.3104
H: 0.1855 1.0563 -0.1932
H: -0.9383 0.4978 0.9941
H: -2.0177 0.2627 -0.9407
C: -5.6301 1.6141 0.9638
C: -4.5957 0.8966 1.8076
O: -4.4306 1.5906 3.0042
H: -5.8719 1.0952 0.0363
H: -5.4749 2.6707 0.7458
H: -6.5619 1.6914 1.5241
H: -3.6528 0.6568 1.3162
H: -4.9342 -0.0786 2.1577
H: -3.6028 2.0741 2.9544
C: 1.3089 -3.3248 3.2332
C: 1.6113 -3.5608 4.7212
O: 3.0147 -3.3011 4.8882
H: 1.5749 -2.3057 2.9524
H: 0.2579 -3.5472 3.0485
H: 1.8847 -4.0135 2.6149
H: 1.3051 -4.5697 4.9976
H: 1.0129 -2.9264 5.3750
H: 3.0825 -2.4157 5.2530
C: 4.3735 -1.8357 1.3601
C: 3.8803 -2.7884 0.2793
O: 4.6558 -3.9343 0.3035
H: 3.6604 -1.0113 1.3518
H: 5.3882 -1.5258 1.1100
H: 4.3016 -2.3625 2.3116
H: 3.9086 -2.2491 -0.6675
H: 2.8166 -2.9261 0.4735
H: 4.4444 -4.4258 -0.4936
C: -0.6871 -0.8962 -4.6742
C: 0.3619 -0.2054 -3.7749
O: 0.7728 -1.1630 -2.7979
H: -1.6328 -1.1232 -4.1821
H: -0.3183 -1.8242 -5.1113
H: -0.8917 -0.3015 -5.5644
H: -0.0113 0.6763 -3.2539
H: 1.2176 0.0533 -4.3987
H: 0.1332 -1.1219 -2.0832
C: -4.1025 -0.5877 -2.2888
C: -3.6009 0.7962 -2.6459
O: -3.2925 1.5273 -1.4551
H: -4.2701 -1.2476 -3.1400
H: -5.0483 -0.4965 -1.7548
H: -3.3632 -1.0303 -1.6211
H: -4.4128 1.3151 -3.1554
H: -2.8422 0.6935 -3.4218
H: -2.8752 2.3445 -1.7372

Output
strongest force on any atom	0.051	hartree/bohr
HOMO (alpha / beta)	-11.87 / -11.87	eV
energy above the lowest of the compared OMol25 structures with the same formula, charge and spin	39.9	kcal per mole
Kohn-Sham gap (alpha / beta)	9.2923 / 2.3606	eV
spin multiplicity	2
net charge	+1
calculated total energy	-1394.87823	Eh
LUMO energy (alpha / beta)	-2.58 / -9.51	eV

---

Entry 5:
# C4H10N4O

C4H10N4O as an isolated structure at a distorted geometry (ωB97M-V/def2-TZVPD, the Open Molecules 2025 dataset).

Geometry (Å):
C: 0.2423 -0.4451 0.8550
C: -1.0111 -0.1433 0.0101
N: 0.3221 0.0186 2.1303
N: -2.0476 0.4478 0.8415
N: -1.4577 -1.1853 -0.8792
C: -0.0738 0.8641 -0.6136
C: 1.9960 0.5898 -1.6016
O: 1.2201 -1.1980 0.4075
N: 0.6867 0.3899 -1.5971
H: 1.8509 -0.6606 -0.3187
H: -0.4517 0.5947 2.4329
H: 1.0893 -0.2821 2.7129
H: -0.9127 -1.1627 -1.7362
H: -2.6166 1.0528 0.2586
H: -2.6558 -0.2867 1.1901
H: -1.3339 -2.0994 -0.4574
H: 0.1819 1.7706 -0.0575
H: 2.5404 0.2730 -2.4842
H: 2.4312 1.4618 -1.0935

Output
strongest force on any atom	0.020	hartree/bohr
HOMO (alpha / beta)	-7.17 / -7.17	eV
energy above the lowest of the compared OMol25 structures with the same formula, charge and spin	72.3	kcal per mole
Kohn-Sham gap (alpha / beta)	8.0354 / 8.0359	eV
net charge	0
calculated total energy	-452.58254	Eh
LUMO energy (alpha / beta)	0.86 / 0.86	eV

---

Entry 6:
# C55H57CoN3O3PSSi

C55H57CoN3O3PSSi as an isolated structure (ωB97M-V/def2-TZVPD, the Open Molecules 2025 dataset).

Geometry (Å):
Co: -0.2895 -0.2399 0.3391
C: -1.3624 3.2977 2.3050
C: -2.4433 2.2728 1.9726
C: -2.7738 2.2085 0.4825
C: -2.1149 0.8899 2.5537
C: -2.1429 0.8757 4.0855
O: -0.8467 0.3870 4.4612
C: -0.1604 0.1227 3.3339
N: -0.7587 0.3768 2.2315
C: 1.1868 -0.4521 3.6054
C: 1.5389 -0.5170 4.9591
C: 2.7288 -1.0856 5.3726
C: 3.5933 -1.6237 4.4349
C: 3.2579 -1.5662 3.0944
C: 2.0758 -0.9726 2.6497
P: 1.8116 -0.9306 0.8375
C: 3.1074 0.2118 0.2312
C: 3.0593 0.5163 -1.1318
C: 4.0328 1.3090 -1.7159
C: 5.0622 1.8299 -0.9387
C: 5.1036 1.5558 0.4190
C: 4.1321 0.7486 1.0027
C: 2.5094 -2.5503 0.3516
C: 3.5059 -2.7084 -0.6053
C: 3.9675 -3.9785 -0.9312
C: 3.4483 -5.0960 -0.2977
C: 2.4637 -4.9432 0.6704
C: 1.9980 -3.6797 0.9893
H: -1.6070 4.2638 1.8606
H: -0.3951 2.9773 1.9229
H: -1.2601 3.4512 3.3813
H: -3.3596 2.5782 2.4922
H: -1.9754 1.7504 -0.1017
H: -2.9372 3.2086 0.0757
H: -3.6855 1.6331 0.3100
H: -2.8342 0.1733 2.1522
H: -2.8908 0.2035 4.5034
H: -2.2696 1.8669 4.5191
H: 0.8576 -0.1271 5.6978
H: 2.9677 -1.1213 6.4268
H: 4.5198 -2.0913 4.7409
H: 3.9309 -2.0003 2.3654
H: 2.2442 0.1330 -1.7361
H: 3.9892 1.5220 -2.7769
H: 5.8275 2.4464 -1.3925
H: 5.8998 1.9607 1.0305
H: 4.1877 0.5415 2.0631
H: 3.9398 -1.8477 -1.0973
H: 4.7440 -4.0891 -1.6771
H: 3.8163 -6.0819 -0.5490
H: 2.0594 -5.8076 1.1815
H: 1.2430 -3.5702 1.7580
C: -5.5560 -2.5954 -1.4076
C: -4.6097 -3.5786 -1.6580
C: -3.3488 -3.4922 -1.0808
C: -2.9990 -2.4267 -0.2464
C: -3.9738 -1.4566 -0.0047
C: -5.2376 -1.5348 -0.5702
Si: -1.2543 -2.3542 0.4835
C: -1.3654 -3.2633 2.1389
C: -0.9998 -4.6096 2.2389
C: -1.1005 -5.3019 3.4375
C: -1.5759 -4.6603 4.5727
C: -1.9641 -3.3309 4.4958
C: -1.8607 -2.6499 3.2908
H: -6.5395 -2.6601 -1.8547
H: -4.8552 -4.4169 -2.2978
H: -2.6240 -4.2748 -1.2818
H: -3.7420 -0.6058 0.6238
H: -5.9739 -0.7680 -0.3625
H: -0.4953 -3.2903 -0.4021
H: -0.6267 -5.1268 1.3609
H: -0.8115 -6.3442 3.4863
H: -1.6517 -5.1966 5.5096
H: -2.3499 -2.8267 5.3733
H: -2.1934 -1.6204 3.2468
O: -0.9534 -0.2745 -1.6496
S: -2.0659 -0.5758 -2.6317
C: -1.9016 0.6881 -3.9002
C: -2.4061 2.0142 -3.4021
C: -1.5740 3.1267 -3.4060
C: -2.0548 4.3629 -2.9940
C: -3.3617 4.4905 -2.5485
C: -4.1916 3.3772 -2.5232
C: -3.7182 2.1489 -2.9544
C: -1.5005 -2.0156 -3.5944
C: -0.1527 -1.8629 -4.2260
C: -0.0369 -1.5379 -5.5743
C: 1.2113 -1.3842 -6.1586
C: 2.3573 -1.5591 -5.3975
C: 2.2498 -1.8973 -4.0551
C: 1.0021 -2.0470 -3.4682
H: -2.4976 0.3277 -4.7437
H: -0.8527 0.7228 -4.1953
H: -0.5534 3.0265 -3.7580
H: -1.4151 5.2355 -3.0382
H: -3.7369 5.4550 -2.2328
H: -5.2137 3.4700 -2.1807
H: -4.3741 1.2854 -2.9428
H: -2.2944 -2.2054 -4.3194
H: -1.5149 -2.8154 -2.8545
H: -0.9310 -1.4175 -6.1759
H: 1.2883 -1.1405 -7.2098
H: 3.3323 -1.4493 -5.8541
H: 3.1423 -2.0599 -3.4668
H: 0.9140 -2.3323 -2.4256
N: 0.4362 1.6338 -0.1881
C: 0.9177 2.6825 -0.1545
N: 1.4456 3.8775 -0.0964
C: 2.7380 4.1097 0.5583
C: 2.6568 5.4242 1.3121
O: 2.2520 6.4737 0.4530
C: 0.9558 6.2426 -0.0631
C: 0.9305 4.9825 -0.9087
H: 3.5254 4.1508 -0.1991
H: 2.9473 3.2799 1.2324
H: 3.6370 5.6943 1.7013
H: 1.9530 5.3331 2.1497
H: 0.6934 7.1102 -0.6662
H: 0.2360 6.1502 0.7609
H: 1.5671 5.1098 -1.7900
H: -0.0829 4.7414 -1.2250

Output
strongest force on any atom	0.013	hartree/bohr
HOMO (alpha / beta)	-10.24 / -10.03	eV
energy above the lowest of the compared OMol25 structures with the same formula, charge and spin	0.0	kcal per mole
Kohn-Sham gap (alpha / beta)	8.0258 / 7.9964	eV
spin multiplicity	2
net charge	+1
calculated total energy	-4931.66432	Eh
LUMO energy (alpha / beta)	-2.21 / -2.04	eV